C24H41B2F19N2O24S5Zr2 as an isolated structure at a distorted geometry. Source: the OMol25 dataset; level of theory: ωB97M-V/def2-TZVPD.

Atoms and positions in Å:
S 26.7301 0.3706 28.6857
O 23.1306 -7.7870 21.4830
H 28.3648 -5.4996 25.2790
O 27.1499 -3.7731 24.8201
C 21.4505 2.5871 25.6123
O 18.7113 0.9454 23.6743
C 20.3669 6.0756 24.8112
F 24.2152 -2.1652 17.9775
H 31.7364 -1.9429 25.7573
H 29.9756 -0.7200 26.9588
O 24.7488 1.4863 27.0784
O 22.3568 -4.1306 23.7376
O 21.3331 -8.8141 19.9091
S 23.2347 -3.7051 22.6342
O 25.1229 -1.6207 24.9967
C 25.2009 -3.8728 19.3324
O 26.3186 0.3961 30.0809
H 24.0066 -9.8762 23.1392
H 32.2085 -0.5401 24.8162
O 22.7065 -2.8883 21.5928
H 28.8669 -4.3212 24.2388
C 20.6098 -6.3592 25.3167
C 24.6762 -6.2019 18.7191
C 18.8853 -1.5897 24.8114
H 25.5753 -4.3172 27.2391
H 27.0612 -6.0923 22.9750
H 24.3552 -6.4739 19.7246
O 27.7640 -0.8464 25.4165
F 21.3375 7.0140 24.8276
O 19.2742 -6.1010 25.7089
C 28.4004 -4.4118 25.2197
F 17.2552 -4.8525 26.8335
C 28.3254 0.2265 25.1739
C 23.0166 -9.5713 22.8000
H 22.1236 2.6498 26.4674
C 25.3200 -2.4692 18.6794
N 24.7059 -3.4263 23.0116
O 24.8381 -4.8017 18.3645
H 26.0503 -6.7951 17.1751
H 19.7640 -2.5225 26.6003
H 21.2895 -5.6444 25.7806
C 20.6816 4.8264 25.7475
C 17.0559 -5.1287 25.5519
B 24.7295 -3.9610 26.6718
H 25.9497 -7.8923 18.5959
O 22.7416 -10.0701 21.5219
C 22.0647 1.7093 24.4831
F 28.0198 -0.6739 28.8590
C 29.2045 -3.8518 26.5245
O 23.6324 0.0308 28.8914
H 18.1057 -2.3485 24.7432
F 23.5792 -5.1049 21.9395
C 27.5641 1.3990 24.5106
F 17.9424 0.4450 20.9939
H 20.8239 -8.1058 26.4759
F 19.2718 6.6401 25.1053
H 20.5654 -2.9907 25.0662
H 18.4187 -0.7794 25.3717
F 26.4066 -2.3387 17.9239
F 19.4437 -1.1706 20.8330
O 25.5311 -4.1216 20.4803
H 21.3195 1.2581 23.8278
F 23.4323 -0.4393 26.7104
H 23.8785 -6.7204 18.1872
F 27.2970 0.9940 23.3115
H 24.5332 -2.9842 27.0859
H 22.7256 2.2668 23.8194
H 20.6495 2.0149 26.0805
C 18.9581 -0.0617 23.0336
H 25.8925 -7.4447 22.9404
H 23.8234 -4.5351 26.7882
H 20.6534 -6.1073 24.2571
H 22.2303 -7.7681 25.5387
C 18.3000 -5.7549 24.8445
H 20.8007 -8.5608 24.8051
F 16.6124 -4.0169 24.9694
F 24.7316 -0.8269 22.6184
C 30.4852 -0.1451 26.1856
F 20.1152 0.8834 21.1995
O 20.5444 4.9513 26.9897
H 21.7539 -7.6690 22.8183
O 18.4148 -6.0333 23.6586
N 25.8190 -0.7920 27.6454
O 28.4031 -2.9450 27.3424
H 30.6694 -1.4596 24.4545
C 20.0986 -2.1775 25.6219
C 31.3498 -1.0792 25.2163
S 22.7027 -8.9028 20.4196
F 16.0527 -5.9955 25.4589
F 25.2901 -1.4742 19.5661
H 22.2728 -10.0348 23.4481
O 20.9083 3.7210 25.0073
O 19.2602 -1.2601 23.5005
H 26.9002 -6.4507 18.7497
F 26.4779 1.6609 25.1491
H 20.7462 -1.3063 25.7208
F 20.3445 5.5941 23.5189
H 25.0334 -3.8068 25.6480
C 21.1417 -7.7804 25.4853
H 30.0484 -3.2186 26.2508
O 29.5200 0.6293 25.5525
H 25.7822 -6.0283 21.8479
H 23.3829 -7.4488 23.4726
S 24.5034 0.2167 27.7779
C 19.1070 -0.0124 21.4686
O 22.8206 -1.4782 24.1450
C 22.7787 -8.0386 22.7833
Zr 26.5342 -4.2271 22.6076
H 31.1550 0.5433 26.7008
O 23.8257 -9.0542 19.5431
O 27.3822 1.4521 28.0547
H 29.6968 -4.6543 27.0739
S 24.2284 -1.8362 23.8336
F 28.3450 2.5234 24.5100
B 26.0302 -6.3795 22.8375
Zr 26.4078 -2.5447 26.7426
C 26.0134 -6.8565 18.2627
H 22.6100 0.9342 25.0216
H 25.4532 -5.8264 23.5624

- orbital gap (eV) = 3.27
- net charge = +2
- energy above the lowest of the compared OMol25 structures with the same formula, charge and spin (kcal/mol) = 123.5